[1]
This record from OMol25 describes a structure of composition C52H46AsGeN3O4S2Tc at a distorted geometry. The level of theory is the ωB97M-V functional and the def2-TZVPD basis.

```
! wB97M-V def2-TZVPD RIJCOSX def2/J DEFGRID3
* xyz 2 2
Tc 0.383 0.483 -0.154
S 0.722 2.527 0.900
C -0.856 3.341 0.908
C -1.035 4.393 1.802
C -2.210 5.126 1.780
C -3.219 4.815 0.873
C -3.047 3.761 -0.007
C -1.865 3.026 0.008
As -1.513 1.638 -1.283
C -3.175 0.672 -1.409
C -4.020 0.570 -0.303
C -5.242 -0.081 -0.427
C -5.623 -0.629 -1.649
C -4.769 -0.555 -2.742
C -3.540 0.090 -2.625
C -1.321 2.605 -2.926
C -2.426 2.974 -3.683
C -2.240 3.730 -4.834
C -0.962 4.123 -5.218
C 0.141 3.766 -4.450
C -0.037 3.001 -3.302
H -0.249 4.637 2.513
H -2.342 5.950 2.478
H -4.131 5.396 0.851
H -3.831 3.512 -0.705
H -3.734 1.001 0.644
H -5.910 -0.137 0.426
H -6.595 -1.108 -1.748
H -5.057 -0.993 -3.692
H -2.886 0.156 -3.485
H -3.423 2.683 -3.388
H -3.098 4.014 -5.434
H -0.825 4.715 -6.118
H 1.138 4.080 -4.745
H 0.813 2.720 -2.701
C 3.766 1.862 3.452
N 2.882 1.035 2.606
C 3.033 -0.198 2.155
S 1.683 -1.004 1.380
N 4.140 -0.919 2.292
C 5.414 -0.610 2.975
H 3.140 2.600 3.943
H 4.523 2.386 2.872
H 4.240 1.268 4.222
H 2.007 1.455 2.331
H 4.045 -1.847 1.918
H 5.727 0.410 2.786
H 6.169 -1.272 2.563
H 5.354 -0.783 4.045
O -1.273 -0.113 1.137
C -1.267 -1.318 0.783
O -0.721 -1.543 -0.423
C -1.755 -2.371 1.690
C -2.537 -1.968 2.770
C -2.964 -2.899 3.698
C -2.591 -4.214 3.525
C -1.812 -4.645 2.471
C -1.378 -3.704 1.550
N -3.052 -5.215 4.547
O -2.888 -6.396 4.291
O -3.559 -4.770 5.563
H -2.815 -0.924 2.874
H -3.576 -2.619 4.546
H -1.553 -5.693 2.383
H -0.716 -4.018 0.758
C -2.963 -3.228 -1.225
Ge -1.166 -2.919 -1.737
C -0.981 -2.020 -3.395
C -1.309 -2.808 -4.501
C -1.273 -2.263 -5.780
C -0.908 -0.934 -5.961
C -0.562 -0.151 -4.866
C -0.596 -0.696 -3.587
C 0.016 -4.360 -1.529
C -0.572 -5.599 -1.500
C 0.223 -6.773 -1.476
C 1.580 -6.666 -1.493
C 2.223 -5.395 -1.533
C 3.639 -5.287 -1.562
C 4.246 -4.066 -1.586
C 3.463 -2.886 -1.579
C 2.099 -2.962 -1.561
C 1.438 -4.219 -1.544
H -3.525 -3.479 -2.134
H -3.376 -2.306 -0.809
H -3.049 -4.039 -0.503
H -1.590 -3.854 -4.378
H -1.530 -2.878 -6.634
H -0.889 -0.509 -6.960
H -0.268 0.886 -5.004
H -0.315 -0.085 -2.751
H -1.656 -5.700 -1.491
H -0.253 -7.746 -1.440
H 2.199 -7.560 -1.473
H 4.232 -6.197 -1.565
H 5.330 -3.995 -1.618
H 3.952 -1.915 -1.593
H 1.515 -2.054 -1.548
C 1.775 0.721 -1.204
C 2.934 0.860 -2.007
C 3.116 0.049 -3.138
C 4.274 0.177 -3.874
C 5.237 1.113 -3.496
C 5.051 1.926 -2.379
C 3.902 1.803 -1.630
H 2.351 -0.670 -3.420
H 4.431 -0.449 -4.746
H 6.145 1.210 -4.079
H 5.801 2.656 -2.105
H 3.730 2.429 -0.759
*
```

Output
- energy relative to the best compared isomer or geometry (same formula, charge and spin) (eV) = 0.323
- LUMO energy (spin up / spin down) (eV) = -5.62 / -6.81

Mulliken population analysis, charges in e, atoms 1 to 8: -0.8409, -0.4845, 0.7471, -0.7211, -0.6839, -0.9590, -0.2093, -0.6170

---

[2]
This record from OMol25 describes a cluster of 2 separate species, C3H4F3NO in total at a distorted geometry. The level of theory is the ωB97M-V functional and the def2-TZVPD basis.

```
! wB97M-V def2-TZVPD RIJCOSX def2/J DEFGRID3
* xyz 0 1
C 0.988 0.753 -0.670
C 0.866 -0.697 -0.855
C -1.938 -0.758 0.336
N 1.553 1.112 0.600
O 0.618 1.636 -1.431
F 1.470 -1.626 -0.158
F -1.816 0.261 1.107
F -2.787 -0.474 -0.670
H 0.205 -1.200 -1.597
H -1.960 -1.621 0.945
H 1.475 0.572 1.431
H 1.325 2.042 0.963
*
```

Output
- energy relative to the best compared isomer or geometry (same formula, charge and spin) (eV) = 3.496
- LUMO energy (spin up / spin down) (eV) = 0.17 / -0.78

Mulliken population analysis, charges in e, atoms 1 to 8: 0.5806, -0.2507, 0.0915, -0.5209, -0.5720, -0.2270, -0.1769, -0.2010

---

[3]
This record from OMol25 describes the molecule CH2F3NOS at a distorted geometry. The level of theory is the ωB97M-V functional and the def2-TZVPD basis.

```
! wB97M-V def2-TZVPD RIJCOSX def2/J DEFGRID3
* xyz 0 1
N 1.743 -0.164 0.461
S 0.321 -0.556 0.183
O -0.463 -1.237 1.168
F 0.222 -1.515 -1.281
C -0.777 0.813 -0.421
F -0.671 1.734 0.551
F -1.960 0.335 -0.457
H 2.064 -0.640 1.189
H -0.479 1.231 -1.394
*
```

Output
- energy relative to the best compared isomer or geometry (same formula, charge and spin) (eV) = 2.280
- SMILES string = N=[S@](=O)(F)C(F)F
- LUMO energy (eV) = 0.59

Mulliken population analysis, charges in e, atoms 1 to 8: -0.6106, 1.0537, -0.5351, -0.3462, 0.2871, -0.2065, -0.1665, 0.2763

---

[4]
This record from OMol25 describes a cluster of 2 separate species, C5H8N2 in total at a distorted geometry. The level of theory is the ωB97M-V functional and the def2-TZVPD basis.

```
! wB97M-V def2-TZVPD RIJCOSX def2/J DEFGRID3
* xyz 0 1
C 2.558 -1.234 0.302
C 1.964 -0.122 0.105
N 3.374 0.004 -0.067
H 2.730 -2.286 0.450
H 1.081 0.541 0.064
H 3.496 -0.073 -1.023
C -1.866 1.561 -0.218
C -1.855 0.324 0.691
C -1.527 -0.796 0.239
N -1.492 -1.838 -0.365
H -2.804 2.019 -0.439
H -1.525 1.474 -1.252
H -1.310 2.490 0.324
H -2.172 0.311 1.659
H -0.652 -2.375 -0.471
*
```

Output
- energy relative to the best compared isomer or geometry (same formula, charge and spin) (eV) = 6.233
- SMILES string = C1=CN1.CC=C=N
- LUMO energy (eV) = 0.92

Mulliken population analysis, charges in e, atoms 1 to 8: -0.0872, 0.0173, -0.5674, 0.3392, 0.0782, 0.2194, -1.0852, -0.5826

---

[5]
This record from OMol25 describes a structure of composition C29H20ClCoN3O. The level of theory is the ωB97M-V functional and the def2-TZVPD basis.

```
! wB97M-V def2-TZVPD RIJCOSX def2/J DEFGRID3
* xyz 0 4
Co -1.892 -0.393 -0.461
Cl -2.024 3.671 -6.404
C -2.290 2.771 -4.936
C -3.556 2.772 -4.342
C -3.780 2.071 -3.185
C -2.752 1.334 -2.562
O -3.023 0.688 -1.456
C -1.482 1.334 -3.178
C -0.351 0.593 -2.665
N -0.365 -0.152 -1.627
C 0.807 -0.872 -1.184
C 1.909 -1.222 -2.092
C 2.671 -2.303 -1.777
C 2.382 -3.218 -0.728
C 1.199 -3.146 0.007
C 0.669 -4.147 0.814
C -0.625 -4.017 1.350
C -1.410 -2.946 0.981
N -0.979 -1.943 0.197
C 0.411 -1.900 -0.099
C -1.271 2.063 -4.363
H -4.358 3.333 -4.805
H -4.756 2.065 -2.718
H 0.575 0.689 -3.229
H 2.084 -0.679 -3.010
H 3.517 -2.530 -2.416
H 3.020 -4.084 -0.599
H 1.244 -5.050 0.981
H -1.058 -4.798 1.960
H -2.451 -2.896 1.283
H -0.291 2.057 -4.825
N 1.141 -0.688 0.212
C 0.931 0.253 1.216
C 2.056 0.972 1.728
C 3.348 0.758 1.206
C 4.430 1.457 1.705
C 4.266 2.385 2.731
C 2.995 2.615 3.249
C 1.903 1.926 2.755
C -0.385 0.271 1.909
C -1.492 0.914 1.338
C -2.771 0.756 1.869
C -2.956 -0.028 3.004
C -1.851 -0.596 3.619
C -0.576 -0.448 3.080
H 3.476 0.022 0.423
H 5.416 1.276 1.297
H 5.119 2.923 3.123
H 2.855 3.340 4.041
H 0.917 2.128 3.155
H -1.329 1.652 0.556
H -3.606 1.265 1.403
H -3.947 -0.171 3.412
H -1.982 -1.185 4.518
H 0.272 -0.938 3.542
*
```

Output
- energy relative to the best compared isomer or geometry (same formula, charge and spin) (eV) = 0.483
- LUMO energy (spin up / spin down) (eV) = -0.28 / -0.58

Mulliken population analysis, charges in e, atoms 1 to 8: -0.3163, -0.2306, 0.1328, -0.5306, -0.7000, 0.5114, -0.5325, 0.0951

---

[6]
This record from OMol25 describes the molecule C4H11NOS at a distorted geometry. The level of theory is the ωB97M-V functional and the def2-TZVPD basis.

```
! wB97M-V def2-TZVPD RIJCOSX def2/J DEFGRID3
* xyz 0 1
C 1.030 0.993 0.548
C -0.026 -0.103 0.376
C -1.147 -0.369 1.475
S -0.206 -1.567 2.525
N -0.712 0.152 -0.954
C 0.359 0.140 -2.048
O 0.151 -1.067 -2.793
H 0.803 1.996 0.090
H 1.298 1.088 1.632
H 1.999 0.804 -0.035
H 0.544 -1.056 0.211
H -2.096 -0.741 1.000
H -1.300 0.650 1.886
H -0.470 -0.921 3.592
H -1.417 0.891 -0.774
H 1.430 -0.109 -1.625
H 0.240 0.870 -2.792
H -0.480 -1.651 -2.313
*
```

Output
- energy relative to the best compared isomer or geometry (same formula, charge and spin) (eV) = 2.848
- SMILES string = C[C@@H](CS)NCO
- LUMO energy (eV) = 0.86

Mulliken population analysis, charges in e, atoms 1 to 8: -1.1282, 0.0417, -0.6502, -0.1990, -0.4208, -0.1788, -0.5642, 0.2860